Computed, not measured: C3H7NO2S in the gas phase, with ωB97M-V/def2-TZVPD.

Calculated values
2S+1: 1
SMILES: [H]/N=C/S(=O)(=O)CC
Energy relative to the best compared isomer or geometry (same formula, charge and spin), kJ/mol: 296.2
Frontier orbital gap, eV: 9.9

Element x y z (Å)
1 H -0.85099 2.16402 2.25056
2 N -0.58356 1.71691 1.37374
3 C -1.07183 2.08287 0.30807
4 S -0.36300 0.92849 -1.44101
5 O -1.54276 0.35532 -2.03273
6 O 0.39058 1.85539 -2.24708
7 C 0.74452 -0.42385 -0.89015
8 C -0.02109 -1.32455 0.04133
9 H -1.79779 2.81832 -0.01089
10 H 1.02379 -0.91193 -1.82345
11 H 1.61003 0.04828 -0.43700
12 H 0.56076 -2.21224 0.29204
13 H -0.26103 -0.78996 0.95942
14 H -0.95183 -1.63168 -0.43755